Entry 1:
Computed, not measured: a 13-piece molecular cluster, C50H73Br2N3O18 overall in a non-equilibrium geometry, with ωB97M-V/def2-TZVPD.

Each line ends with the Mulliken charge.
Cartesian coordinates (Å):
N1 -27.45558 5.70067 6.71549  0.140
C1 -26.37750 6.44712 6.52758  -1.277
C2 -25.59127 5.91633 5.57530  1.132
C3 -26.23847 4.72202 5.11168  -0.933
C4 -27.35145 4.65279 5.82372  -0.995
H1 -28.31809 6.01014 7.13199  0.318
H2 -26.27883 7.44949 6.93509  0.191
H3 -24.73136 6.34232 5.12566  0.517
H4 -25.96138 4.03605 4.32645  0.432
H5 -28.12604 3.90375 5.82624  0.479
N2 -18.62308 9.00213 4.46876  0.341
C5 -17.73212 8.95330 3.45679  -0.613
C6 -18.37496 9.22581 2.27168  -0.748
C7 -19.72286 9.40170 2.55890  -0.795
C8 -19.83568 9.27648 3.94560  0.028
H6 -18.37170 8.73077 5.38164  0.061
H7 -16.71009 8.66308 3.64385  0.435
H8 -17.91057 9.32876 1.30074  0.443
H9 -20.53152 9.69400 1.93618  0.573
H10 -20.71051 9.29901 4.61844  0.230
N3 -20.04130 4.75292 7.18338  0.565
C9 -18.77818 5.09594 7.31978  -0.402
C10 -18.01361 4.14593 6.69888  -0.950
C11 -18.90583 3.13870 6.23565  -0.377
C12 -20.16486 3.53744 6.54061  -0.750
H11 -20.80836 5.34896 7.34218  -0.062
H12 -18.57261 6.00487 7.81458  0.524
H13 -16.93957 4.11612 6.58741  0.449
H14 -18.60882 2.21380 5.75324  0.436
H15 -21.14442 3.01360 6.44703  0.409
Br1 -19.61726 8.81238 7.98294  -0.210
C13 -21.47454 9.44600 7.99252  0.327
C14 -22.30786 8.67649 7.02272  0.485
Br2 -24.19193 9.38458 7.15067  -0.113
H16 -21.41415 10.48698 7.72123  -0.052
H17 -21.93310 9.23566 8.96953  0.245
H18 -22.27622 7.60691 7.12739  0.470
H19 -22.10754 8.92459 5.99894  -0.283
O1 -21.48047 12.46805 8.22304  -0.370
C15 -21.04801 13.51708 8.62768  0.110
O2 -21.75750 14.48547 9.20713  -0.160
C16 -21.03852 15.67571 9.41055  -0.609
C17 -19.52234 15.22967 9.25036  -0.669
C18 -19.62408 13.90166 8.48712  -0.667
H20 -21.17487 16.08069 10.40433  0.349
H21 -21.28779 16.49385 8.68445  0.311
H22 -19.13285 15.03064 10.25477  0.263
H23 -18.93753 15.91780 8.67627  0.382
H24 -18.88705 13.13647 8.75649  0.345
H25 -19.56796 14.21299 7.44325  0.389
O3 -18.55690 8.41835 12.75615  -0.609
C19 -19.04965 7.41727 12.31757  0.544
O4 -18.99278 6.98918 11.01301  -0.243
C20 -19.75253 5.75314 10.87936  0.305
C21 -20.59223 5.63323 12.10877  -0.108
C22 -19.75396 6.28144 13.18855  -0.725
H26 -19.04446 4.89680 10.79412  0.300
H27 -20.30295 5.80369 9.95538  -0.406
H28 -20.94136 4.59254 12.27355  0.483
H29 -21.57186 6.10837 11.97686  -0.104
H30 -18.97702 5.60609 13.59212  0.289
H31 -20.21671 6.71987 14.05598  0.364
O5 -20.72567 13.96969 12.78144  -0.632
C23 -20.60661 12.78390 12.54692  0.495
O6 -19.84547 12.26234 11.52302  -0.374
C24 -20.09207 10.87586 11.29530  0.384
C25 -21.34348 10.53158 12.11761  0.532
C26 -21.35187 11.63473 13.21818  -0.643
H32 -19.21881 10.24394 11.57601  0.173
H33 -20.35292 10.74678 10.24709  -0.289
H34 -21.24293 9.48021 12.48118  0.196
H35 -22.26713 10.56088 11.52887  -0.593
H36 -20.87750 11.37109 14.14099  0.312
H37 -22.37963 11.84849 13.45783  0.307
O7 -24.95904 9.90461 10.80389  -0.532
C27 -24.90628 11.13913 10.70187  0.182
O8 -25.19410 11.93446 11.74998  -0.420
C28 -25.08754 13.29932 11.36365  -0.389
C29 -25.35376 13.26242 9.88741  -0.500
C30 -24.64200 11.91646 9.43108  2.325
H38 -24.13689 13.75732 11.61259  0.174
H39 -25.89939 13.81669 11.84772  0.422
H40 -25.01241 14.18061 9.40606  0.435
H41 -26.44107 13.20099 9.64069  0.100
H42 -23.57721 12.11747 9.14340  -1.128
H43 -25.19137 11.41483 8.60542  -0.690
O9 -28.36003 7.79338 3.12119  -0.656
C31 -27.17404 7.83805 2.87010  0.333
O10 -26.54833 7.05671 2.01961  -0.361
C32 -25.15913 7.50928 1.80545  -0.281
C33 -25.12262 8.91938 2.34300  -0.279
C34 -26.17455 8.80288 3.41104  0.663
H44 -24.96752 7.38261 0.71844  0.303
H45 -24.48510 6.85800 2.38228  0.147
H46 -25.44866 9.62749 1.47363  0.275
H47 -24.19275 9.22274 2.75799  0.120
H48 -26.48752 9.79966 3.77705  0.379
H49 -25.75686 8.25744 4.23181  -0.630
O11 -29.16136 8.21593 7.65741  -0.487
C35 -29.41141 9.36180 7.63865  0.266
O12 -30.64856 9.82521 7.41466  -0.385
C36 -30.64241 11.29874 7.47010  -0.595
C37 -29.43249 11.64292 8.27767  -0.368
C38 -28.47348 10.60271 7.76884  0.124
H50 -31.59490 11.52352 7.98988  0.344
H51 -30.73257 11.76587 6.47730  0.270
H52 -29.54675 11.48048 9.35225  0.305
H53 -29.12297 12.63700 8.07301  0.340
H54 -27.53385 10.38561 8.23064  0.040
H55 -28.32278 10.79010 6.67419  0.046
O13 -22.01378 6.72368 5.15761  -0.168
C39 -21.53837 6.21966 4.15315  -0.422
O14 -22.24724 5.99434 3.00744  -0.115
C40 -21.42491 5.45230 1.96816  -0.420
C41 -20.35909 4.75216 2.72798  -0.827
C42 -20.14950 5.62264 3.93958  1.842
H56 -21.02398 6.28354 1.29272  0.263
H57 -21.99314 4.69938 1.36224  0.384
H58 -19.56517 4.48156 2.06780  0.427
H59 -20.78966 3.78071 3.04054  0.281
H60 -19.46254 6.46571 3.81097  -0.010
H61 -19.88240 5.08339 4.86393  -1.316
O15 -23.04927 15.01748 6.56503  -0.598
C43 -22.83444 14.08910 5.83879  0.219
O16 -21.67819 13.90641 5.13771  -0.366
C44 -21.58889 12.63388 4.52146  -0.132
C45 -23.02256 12.18810 4.43563  0.136
C46 -23.70948 12.87280 5.59696  0.616
H62 -20.90912 11.96660 5.08344  0.165
H63 -21.23812 12.85303 3.50970  0.297
H64 -23.10536 11.06098 4.42122  -0.462
H65 -23.43781 12.57905 3.50182  0.385
H66 -23.48583 12.27738 6.48831  -0.656
H67 -24.78960 13.04077 5.52595  0.477
O17 -22.47393 7.37948 9.59263  -0.616
C47 -23.43041 6.65384 9.52683  0.257
O18 -23.32229 5.42346 8.92314  -0.401
C48 -24.61400 4.71325 9.05403  0.239
C49 -25.28568 5.31911 10.23930  -0.718
C50 -24.79158 6.78922 10.16575  -0.051
H68 -24.33303 3.60741 9.18928  0.315
H69 -25.09205 4.87676 8.08166  -0.273
H70 -25.05370 4.82468 11.19466  0.326
H71 -26.38179 5.26213 10.07874  0.300
H72 -24.56211 7.09966 11.18336  0.382
H73 -25.44331 7.53842 9.66235  0.049

LUMO: 0.377 eV
orbital gap: 8.5 eV
HOMO: -8.16 eV



Entry 2:
Computed, not measured: C3H5NS2 as an isolated structure in a non-equilibrium geometry, with ωB97M-V/def2-TZVPD.

Each line ends with the Mulliken charge.
Cartesian coordinates (Å):
C1 0.76818 -0.76726 -0.06097  0.038
C2 -0.51259 -0.99869 -0.21871  -0.715
C3 -1.44554 0.11697 -0.18006  0.270
H1 2.11380 -0.17428 1.15051  0.332
H2 1.20302 1.48798 0.36837  0.266
H3 1.31109 -1.74260 -0.24558  0.276
H4 -0.99262 -1.86490 -0.37479  0.487
H5 0.19834 1.89852 -0.59944  0.126
N1 1.57180 0.41734 0.09599  -0.614
S1 -1.14069 1.86053 -0.06167  -0.186
S2 -3.07479 -0.23363 0.12635  -0.279

LUMO: -0.579 eV
relative energy (zero: lowest compared OMol25 entry of this formula, charge and spin): 95.08 kcal per mole
orbital gap: 7.9 eV
HOMO: -8.50 eV



Entry 3:
Computed, not measured: a 2-piece molecular cluster, C4H7NO2 overall in a non-equilibrium geometry, with ωB97M-V/def2-TZVPD.

Each line ends with the Mulliken charge.
Cartesian coordinates (Å):
C1 -1.52594 0.59986 -0.28281  -0.971
C2 -0.90851 -0.43773 0.62365  -0.744
C3 -0.34446 -1.50738 0.14172  0.762
N1 0.18967 -2.46495 -0.36706  -0.606
H1 -1.19939 1.59656 0.01597  0.275
H2 -1.22568 0.43058 -1.31469  0.292
H3 -2.61500 0.57068 -0.23048  0.335
H4 -1.14130 -0.36433 1.67479  0.381
H5 1.19201 -2.45072 -0.53180  0.323
O1 2.11543 -0.36339 -0.23796  -0.588
C4 1.52085 0.50312 0.34552  0.181
O2 1.19673 1.68198 -0.16130  -0.405
H6 1.30637 0.48090 1.42302  0.440
H7 1.43922 1.72485 -1.09858  0.324

LUMO: 0.749 eV
relative energy (zero: lowest compared OMol25 entry of this formula, charge and spin): 50.62 kcal per mole
SMILES: CC=C=N.O=CO
orbital gap: 9.4 eV
HOMO: -8.68 eV



Entry 4:
Computed, not measured: an isolated molecule of C4H8N2O in a non-equilibrium geometry, with ωB97M-V/def2-TZVPD.

Each line ends with the Mulliken charge.
Cartesian coordinates (Å):
H1 -1.52383 1.47405 0.12485  0.289
N1 -1.05621 1.58117 1.02541  -0.713
C1 -0.15427 0.74176 1.27035  -0.015
C2 -0.06983 -0.79872 0.60651  -0.003
N2 -1.16491 -0.93041 -0.33745  -0.686
C3 1.19934 -0.28310 0.02691  -0.516
C4 1.31525 0.37758 -1.15102  -0.251
O1 0.30171 0.65053 -1.97650  -0.574
H2 0.42670 0.84804 2.17947  0.401
H3 0.04462 -1.51004 1.43034  0.417
H4 -2.06198 -0.80567 0.12822  0.227
H5 -1.12340 -1.82601 -0.80973  0.211
H6 2.09798 -0.46710 0.59497  0.374
H7 2.27203 0.73476 -1.50854  0.369
H8 -0.50320 0.21317 -1.60379  0.470

LUMO: 0.769 eV
relative energy (zero: lowest compared OMol25 entry of this formula, charge and spin): 73.18 kcal per mole
SMILES: [H]/N=C\[C@@H](N)/C=C\O
orbital gap: 8.6 eV
HOMO: -7.84 eV



Entry 5:
Computed, not measured: an isolated molecule of C3H3N3 in a non-equilibrium geometry, with ωB97M-V/def2-TZVPD.

Each line ends with the Mulliken charge.
Cartesian coordinates (Å):
C1 -0.54749 -0.03819 -1.13737  -0.298
N1 0.66370 0.55892 -1.14359  -0.573
N2 0.98253 0.83331 0.15330  0.104
C2 -0.09755 0.74176 0.89265  0.062
C3 -1.10540 0.12546 0.11785  0.251
N3 -1.11302 -0.17360 1.49986  -0.418
H1 -0.99438 -0.18555 -2.07739  0.398
H2 1.80069 1.27963 0.49242  0.246
H3 -0.48723 -0.95341 1.64509  0.227

LUMO: 0.345 eV
relative energy (zero: lowest compared OMol25 entry of this formula, charge and spin): 138.17 kcal per mole
SMILES: c1n[nH]c2c1N2
orbital gap: 8.7 eV
HOMO: -8.35 eV



Entry 6:
Computed, not measured: a 2-piece molecular cluster, C3H9NO overall in a non-equilibrium geometry, with ωB97M-V/def2-TZVPD.

Each line ends with the Mulliken charge.
Cartesian coordinates (Å):
C1 -1.62941 -1.72404 -0.29574  -1.080
C2 -1.11530 -0.38503 -0.71525  -0.143
C3 0.11808 0.02573 -0.45281  -0.213
N1 0.67609 1.28898 -0.69616  -0.478
H1 -2.28972 -1.62648 0.57944  0.251
H2 -2.31605 -2.12701 -1.04964  0.292
H3 -0.86269 -2.44826 -0.03157  0.321
H4 -1.77036 0.30153 -1.23432  0.275
H5 0.83092 -0.59582 0.07886  0.356
H6 1.63034 1.24081 -1.01865  0.226
H7 0.12735 1.91625 -1.27608  0.203
O1 2.49261 1.21052 1.84286  -0.635
H8 2.56277 1.87918 2.52941  0.301
H9 1.54538 1.04364 1.73964  0.324

LUMO: 1.054 eV
relative energy (zero: lowest compared OMol25 entry of this formula, charge and spin): 25.17 kcal per mole
SMILES: C/C=C/N.O
orbital gap: 9.2 eV
HOMO: -8.12 eV



Entry 7:
Computed, not measured: an isolated molecule of C4H9NO, with ωB97M-V/def2-TZVPD.

Each line ends with the Mulliken charge.
Cartesian coordinates (Å):
C1 1.93993 -0.51671 -0.19529  -0.983
C2 1.25088 0.79126 0.24440  -0.480
C3 -0.15401 0.44623 0.70247  0.593
O1 -0.42362 0.15037 1.85356  -0.635
N1 -1.07021 0.38965 -0.31349  -0.227
C4 -2.29980 -0.36106 -0.18818  -0.844
H1 1.19543 -1.25677 -0.51032  0.296
H2 2.61739 -0.35770 -1.03797  0.281
H3 2.51072 -0.95796 0.62539  0.300
H4 1.78241 1.26041 1.07590  0.297
H5 1.21856 1.50883 -0.58364  0.288
H6 -0.73885 0.58320 -1.24482  0.237
H7 -2.25193 -1.27874 -0.78697  0.285
H8 -2.41083 -0.62889 0.86250  0.338
H9 -3.16606 0.22788 -0.50353  0.254

LUMO: 0.900 eV
relative energy (zero: lowest compared OMol25 entry of this formula, charge and spin): 9.68 kcal per mole
SMILES: CCC(=O)NC
orbital gap: 10.5 eV
HOMO: -9.61 eV